(1)
49
Properties=species:S:1:pos:R:3:forces:R:3 method="wB97M-V/def2-TZVPD" orbital_gap_ev=9.8 energy_ha=-1032.1555 smiles="CNC(=O)[C@@H]1CCCN1C(C)=O.NCCCCNC(O)O" e_homo_ha=-0.3372 de_lowest_kcal_mol=17.8
C -3.041862 -3.001325 -3.587471 0.091 0.514 0.155
N -2.641542 -2.548580 -2.256688 0.090 -1.119 0.471
C -2.579561 -1.260802 -1.885265 -0.181 0.866 -0.546
O -2.830310 -0.359776 -2.673562 0.050 0.062 0.231
C -2.176307 -0.924356 -0.433988 -0.372 -0.191 0.031
C -0.826300 -0.200357 -0.378571 0.184 -0.309 -0.286
C 0.164937 -1.363066 -0.357111 -0.416 0.048 0.101
C -0.545954 -2.398953 0.513624 0.578 -0.360 0.234
N -1.970783 -2.120428 0.389062 0.439 0.967 -0.695
C -2.921421 -2.889974 0.951009 -0.829 -0.941 0.594
C -4.377121 -2.474165 0.835095 0.339 0.161 -0.036
O -2.656293 -3.928157 1.543592 0.487 0.151 -0.075
H -2.278543 -2.719987 -4.315790 -0.122 -0.043 -0.060
H -3.170343 -4.084777 -3.595594 0.075 0.162 0.160
H -3.984244 -2.525608 -3.869604 0.129 -0.038 -0.010
H -2.395849 -3.246627 -1.570138 -0.056 0.094 -0.097
H -2.944575 -0.282108 -0.003429 -0.204 -0.103 -0.229
H -0.750087 0.365380 0.551925 -0.086 0.079 -0.070
H -0.665420 0.455247 -1.235767 -0.224 0.072 0.168
H 1.124845 -1.072266 0.063426 0.073 -0.131 -0.112
H 0.294970 -1.756842 -1.366521 0.134 0.062 -0.017
H -0.244955 -2.273937 1.555236 0.010 -0.266 0.065
H -0.309188 -3.409515 0.177181 -0.076 -0.093 0.289
H -4.678078 -2.455970 -0.209699 -0.123 0.193 -0.098
H -4.511271 -1.490686 1.280849 -0.161 0.148 -0.115
H -4.991074 -3.196401 1.371506 0.207 0.037 -0.051
N 0.158305 5.546584 0.055767 -0.159 0.173 0.285
C 1.433621 4.982857 0.504954 -0.522 -0.111 -0.496
C 1.361896 3.458186 0.430172 0.552 0.223 0.459
C 2.644852 2.830878 0.988601 -0.365 -0.245 -0.405
C 2.595581 1.306565 0.925618 0.253 -0.126 0.563
N 3.842806 0.783664 1.518111 0.695 0.644 1.707
C 4.121746 -0.630130 1.488433 -1.299 1.484 -0.914
O 4.256392 -0.856899 0.137349 0.925 -0.655 -1.554
O 2.995532 -1.334662 1.891753 -0.282 -1.098 0.574
H -0.050975 5.265946 -0.902476 0.136 0.328 0.324
H 0.153458 6.562497 0.145474 -0.060 -0.412 -0.300
H 2.248956 5.353279 -0.125300 0.326 -0.156 0.149
H 1.627691 5.299670 1.535421 -0.083 -0.026 -0.118
H 0.501046 3.107622 1.009035 -0.008 0.090 -0.114
H 1.219160 3.150059 -0.610514 -0.045 -0.020 0.013
H 2.781075 3.144599 2.028458 0.036 0.028 -0.036
H 3.506605 3.184376 0.413648 0.012 -0.020 0.129
H 2.489513 0.985520 -0.115749 0.074 -0.050 0.150
H 1.728069 0.938874 1.484458 -0.123 -0.002 -0.165
H 3.907716 1.097862 2.484442 -0.014 0.237 -0.241
H 5.023921 -0.905318 2.052413 -0.215 0.225 0.074
H 4.356590 0.045358 -0.207188 0.279 -0.608 -0.340
H 3.002774 -2.153352 1.373814 -0.149 0.072 0.257



(2)
44
Properties=species:S:1:pos:R:3:forces:R:3 method="wB97M-V/def2-TZVPD" orbital_gap_ev=8.5 energy_ha=-717.0403 charge=+1 e_homo_ha=-0.4189 de_lowest_kcal_mol=34.3
C 3.076361 0.591814 1.030563 -0.229 0.243 -0.413
C 2.192459 1.712957 0.439533 0.273 -0.506 -0.052
C 0.700745 1.359241 0.356220 -0.263 0.032 0.326
C -0.190573 2.511220 0.804272 0.588 -0.010 -0.015
O -1.462093 2.538120 0.123827 -0.232 0.203 0.076
N -2.354241 1.598367 0.678458 0.267 -0.194 -0.133
C -3.304542 2.277812 1.604534 -0.303 0.196 0.740
C -4.584457 1.496553 1.859803 -0.214 -0.204 -0.276
C -5.255540 0.926564 0.590750 0.291 -0.055 0.099
C -4.441139 1.227680 -0.661552 -0.181 -0.176 0.248
C -3.005127 0.823278 -0.429860 -0.400 -0.083 -0.477
H 3.669476 0.131797 0.246080 0.157 -0.128 0.033
H 2.472278 -0.200175 1.463683 -0.034 -0.064 0.227
H 3.742301 0.989517 1.786282 0.144 -0.072 0.133
H 2.354188 2.634290 0.993911 -0.158 0.109 0.127
H 2.531395 1.900029 -0.574560 0.068 0.279 -0.095
H 0.423991 1.084664 -0.658901 0.003 0.006 -0.157
H 0.506974 0.490467 0.986983 -0.027 -0.180 0.020
H -0.350300 2.511467 1.883028 -0.092 0.012 0.149
H 0.283108 3.459492 0.573318 -0.224 0.184 -0.266
H -1.795700 0.938956 1.225007 0.046 -0.019 -0.042
H -2.783314 2.404669 2.549103 0.196 0.102 0.017
H -3.503785 3.274230 1.230431 0.075 -0.012 -0.502
H -5.261073 2.194336 2.340791 -0.018 0.102 0.209
H -4.405258 0.698034 2.575228 0.074 -0.047 0.097
H -5.298967 -0.156316 0.681822 -0.109 -0.136 0.049
H -6.280012 1.267642 0.502247 -0.091 0.138 -0.073
H -4.520060 2.261868 -0.986115 0.028 0.142 -0.030
H -4.797183 0.593681 -1.468424 -0.076 0.109 -0.246
H -2.966597 -0.225727 -0.150125 0.083 -0.127 0.123
H -2.422926 0.965494 -1.331114 0.381 0.110 0.096
C 2.792961 -4.034867 -1.288611 -0.077 0.039 -0.009
C 3.723103 -3.920323 -2.492089 0.060 -0.056 0.005
C 4.286941 -2.518243 -2.313999 -0.023 0.054 0.009
O 4.324271 -2.275406 -0.903210 -0.106 0.015 -0.018
C 3.580749 -3.288898 -0.220967 0.109 -0.023 0.000
H 2.567129 -5.061166 -1.004358 0.013 -0.008 -0.002
H 1.849414 -3.521430 -1.492571 0.005 -0.008 0.003
H 4.522348 -4.660267 -2.419423 -0.002 0.006 -0.006
H 3.222478 -4.054185 -3.449406 -0.013 0.007 0.001
H 3.641129 -1.766667 -2.782373 0.006 -0.023 -0.039
H 5.292585 -2.409336 -2.719126 0.016 0.031 0.033
H 4.283199 -3.953614 0.291284 -0.039 -0.024 0.021
H 2.943304 -2.817618 0.529624 0.028 0.034 0.011



(3)
51
Properties=species:S:1:pos:R:3:forces:R:3 method="wB97M-V/def2-TZVPD" orbital_gap_ev=8.3 energy_ha=-1847.7318 charge=+1 e_homo_ha=-0.4212
C 4.484367 -0.619655 -2.671690 0.389 -0.560 -0.302
C 3.144513 -1.096683 -3.178798 1.319 0.451 -0.719
Cl 3.035823 -1.401391 -4.897574 -0.069 0.075 0.497
C 2.091104 -1.257638 -2.415503 -0.188 -0.025 0.559
Cl 2.238601 -0.928324 -0.708601 -0.574 -0.080 -0.687
N 0.801187 -1.730744 -2.946572 -0.420 0.526 1.356
C -0.293694 -0.824700 -2.434469 -0.856 1.296 -0.706
C -1.673789 -1.058944 -3.082525 -0.951 -0.552 0.924
N -2.680013 -0.778896 -2.029599 0.389 -0.187 -0.276
B 0.648601 -3.220290 -2.530771 -0.227 -2.552 -0.004
N 0.845522 -3.760192 -1.200481 0.042 1.038 -0.883
O 0.279932 -4.077277 -3.545005 -0.657 1.440 0.696
H 4.733101 -1.026208 -1.684871 -0.325 0.047 -0.199
H 5.246417 -1.008882 -3.358938 -0.108 0.404 0.135
H 4.551291 0.472830 -2.597776 -0.137 -0.234 -0.235
H 0.779709 -1.683213 -3.972589 0.490 0.139 0.141
H -0.380076 -0.822302 -1.342074 0.282 -0.553 -0.281
H 0.012016 0.199678 -2.695939 0.111 -0.328 0.146
H -1.892041 -0.379586 -3.914731 0.403 -0.230 0.073
H -1.849511 -2.099229 -3.424504 0.613 0.226 -0.220
H -2.460077 -1.345975 -1.212466 -0.201 0.105 -0.055
H -3.590317 -1.093402 -2.357888 0.048 0.266 0.117
H 0.205317 -3.282987 -0.563318 0.446 -0.211 0.425
H 1.805196 -3.690049 -0.869934 -0.280 -0.013 0.392
H -0.573888 -3.736778 -3.874250 0.436 -0.453 -0.764
C 0.059265 0.048764 4.370384 -0.027 -0.118 0.177
C 1.424595 -0.162223 3.731393 0.065 0.158 -0.143
C 1.201210 -1.438158 2.935218 -0.083 -0.208 0.149
O -0.175985 -1.447359 2.544246 0.147 0.072 -0.070
C -0.876432 -0.422546 3.270639 -0.125 0.209 -0.186
H -0.130254 1.076914 4.674796 -0.029 -0.009 -0.064
H -0.042008 -0.592217 5.249490 -0.010 0.029 -0.010
H 1.650024 0.667979 3.055399 0.024 -0.010 0.023
H 2.239407 -0.246533 4.449060 -0.020 -0.025 -0.014
H 1.385428 -2.326765 3.547232 0.114 0.016 -0.015
H 1.831878 -1.494961 2.044442 -0.030 -0.055 -0.019
H -1.107588 0.389510 2.573591 -0.064 0.064 0.103
H -1.812636 -0.824795 3.658019 0.028 -0.086 -0.072
C -2.690418 4.166594 0.817737 -0.033 0.216 0.046
C -1.296744 3.659144 0.483095 0.057 -0.182 -0.153
C -0.720358 3.396647 1.865536 0.030 0.142 0.214
O -1.818536 3.033288 2.708673 0.034 0.038 -0.259
C -3.047776 3.318698 2.027216 -0.082 -0.222 0.049
H -3.404038 4.063772 0.001260 0.003 -0.021 0.026
H -2.644209 5.221088 1.099654 -0.021 -0.020 -0.016
H -1.367538 2.722043 -0.078190 0.005 0.012 0.002
H -0.700626 4.360764 -0.099809 -0.002 0.006 0.040
H -0.258234 4.297843 2.281006 0.084 -0.014 -0.068
H 0.021308 2.593774 1.867318 -0.028 -0.024 0.086
H -3.496442 2.365839 1.724975 -0.075 0.041 -0.025
H -3.732589 3.823730 2.708489 0.065 -0.043 0.070